(1)
The following is a quantum chemistry calculation of a structure of composition C4H6NP at a distorted geometry, from OMol25.

Geometry as XYZ:
```
12
C4H6NP, DFT the ωB97M-V functional and the def2-TZVPD basis
C -1.4608 0.5654 -0.2969
C -1.2352 -0.5799 -0.9028
C -0.4527 1.5586 -0.0031
C 1.5006 -1.0155 0.7193
N 0.7581 1.2691 -0.3514
P 1.1106 -0.2854 -0.8774
H -2.4876 0.9441 -0.2500
H -1.9482 -1.3006 -1.2230
H -0.6094 2.4978 0.3218
H 1.1528 -0.4331 1.5571
H 2.5497 -1.1233 0.6826
H 1.1219 -2.0972 0.6239
```

The calculation puts the max |F| at 5.197 eV Å⁻¹. The value obtained for the HOMO-LUMO gap is 8.88 eV. The energy above the lowest of the compared OMol25 structures with the same formula, charge and spin comes out at 170.57 kJ/mol.

Mulliken atomic charge list, values in e, 4 entries: C -0.05; C -0.71; C -0.17; C -0.74

***

(2)
The following is a quantum chemistry calculation of a structure of composition C4H6NP at a distorted geometry, from OMol25.

Geometry as XYZ:
```
12
C4H6NP, DFT the ωB97M-V functional and the def2-TZVPD basis
C 0.7040 -0.8329 0.5493
C 1.6080 -1.6866 -0.2039
C 0.2668 0.2086 -0.2475
C -0.6952 1.1877 0.2726
N 1.7629 -1.4604 -1.4570
P 1.1277 0.0170 -1.8623
H 0.5787 -1.0965 1.5931
H 2.2127 -2.4578 0.2872
H -1.2415 1.7420 -0.4538
H 0.0018 1.8395 0.7944
H -1.4028 0.8564 1.0775
H -0.8321 -0.2597 -2.1299
```

The calculation puts the max |F| at 3.859 eV Å⁻¹. The value obtained for the HOMO-LUMO gap is 8.68 eV. The energy above the lowest of the compared OMol25 structures with the same formula, charge and spin comes out at 190.51 kJ/mol.

Mulliken atomic charge list, values in e, 4 entries: C -0.45; C -0.16; C 0.30; C -0.95

***

(3)
The following is a quantum chemistry calculation of the ion C4H6NS with charge +1 at a distorted geometry, from OMol25.

Geometry as XYZ:
```
12
C4H6NS, DFT the ωB97M-V functional and the def2-TZVPD basis
C 1.3366 -1.0340 0.4802
C 0.1232 -0.9270 -0.1446
C 1.7170 0.1053 1.1001
C -1.6718 0.7871 -0.7426
N -0.3603 0.2667 -0.0062
S 0.4802 1.2831 1.0311
H 2.1090 -1.7776 0.4833
H -0.4543 -1.6496 -0.7409
H 2.5140 0.3134 1.6979
H -1.5527 0.4704 -1.8594
H -2.6263 0.2869 -0.5449
H -1.6147 1.8753 -0.7539
```

The calculation puts the max |F| at 4.601 eV Å⁻¹. The net charge is +1. The value obtained for the HOMO-LUMO gap is 10.40 eV. The energy above the lowest of the compared OMol25 structures with the same formula, charge and spin comes out at 0.00 kJ/mol.

Mulliken atomic charge list, values in e, 4 entries: C -0.81; C 0.17; C -0.09; C -0.74

***

(4)
The following is a quantum chemistry calculation of a cluster of 2 separate species, C4H6NS in total at a distorted geometry, from OMol25.

Geometry as XYZ:
```
12
C4H6NS, DFT the ωB97M-V functional and the def2-TZVPD basis
C 0.5651 -2.4099 -0.2584
C 0.7230 0.8537 0.2584
C 0.0244 -1.3742 -0.0264
C -1.6424 0.4314 -0.1671
N -0.2708 -0.0023 0.1313
S 2.3575 0.4256 -0.0554
H 1.0541 -3.2931 -0.6641
H 0.2200 2.3116 0.7960
H -2.1288 -0.2879 -0.8623
H -1.5310 1.5132 -0.3408
H -2.3396 0.2916 0.6840
H 2.9684 1.5403 0.5048
```

As for the spin multiplicity: 3. The calculation puts the max |F| at 8.079 eV Å⁻¹. The net charge is +1. The value obtained for the HOMO-LUMO gap (spin up / spin down) is 7.22 / 6.57 eV. The energy above the lowest of the compared OMol25 structures with the same formula, charge and spin comes out at 446.33 kJ/mol.

Mulliken atomic charge list, values in e, 4 entries: C -0.11; C 0.01; C -0.13; C -0.71

***

(5)
The following is a quantum chemistry calculation of a structure of composition C4H6O, from OMol25.

Geometry as XYZ:
```
11
C4H6O, DFT the ωB97M-V functional and the def2-TZVPD basis
C 0.5513 0.2431 -1.6299
C 0.7270 -0.0638 0.3220
C -0.6202 0.2054 1.0189
O -1.4056 -0.2084 -0.0976
C -0.2345 -0.6197 -0.8293
H 1.3149 0.8282 0.0669
H 0.0996 1.2510 -1.5585
H 1.4055 -0.8103 0.7293
H -0.8025 1.2507 1.2917
H -0.7894 -0.4366 1.8911
H -0.2040 -1.6995 -0.9853
```

The calculation puts the max |F| at 0.476 eV Å⁻¹. The value obtained for the HOMO-LUMO gap is 9.80 eV. The energy above the lowest of the compared OMol25 structures with the same formula, charge and spin comes out at 399.32 kJ/mol.

Mulliken atomic charge list, values in e, 4 entries: C -0.81; C -0.49; C -0.26; O -0.40

***

(6)
The following is a quantum chemistry calculation of an isolated molecule of C4H6O, from OMol25.

Geometry as XYZ:
```
11
C4H6O, DFT the ωB97M-V functional and the def2-TZVPD basis
C -0.7883 -1.0803 0.1962
C -0.5193 0.3935 -0.1356
O -0.9594 1.2291 0.9276
C 0.9107 0.5328 -0.4502
C 2.0811 0.4697 -0.7240
H -1.8248 -1.3338 -0.0292
H -0.6102 -1.2373 1.2631
H -0.1173 -1.7302 -0.3691
H -1.0942 0.6859 -1.0245
H -0.1979 1.6863 1.3006
H 3.1197 0.3842 -0.9550
```

The calculation puts the max |F| at 0.480 eV Å⁻¹. The structure (SMILES) is C#C[C@@H](C)O. The value obtained for the HOMO-LUMO gap is 11.07 eV. The energy above the lowest of the compared OMol25 structures with the same formula, charge and spin comes out at 137.75 kJ/mol.

Mulliken atomic charge list, values in e, 4 entries: C -1.14; C 0.39; O -0.53; C -0.68